Computed, not measured: a gas-phase ion, CH4N3S (charge +1) in a non-equilibrium geometry, with ωB97M-V with the def2-TZVPD basis set.

Charge: +1
Structure (SMILES): N=[N+]=NCS
ΔE to the lowest compared entry with this formula, charge and spin: 2.8830 eV
Frontier orbital gap: 8.29 eV
LUMO energy: -6.1 eV
HOMO energy: -14.356 eV

Each line ends with the Mulliken charge.
Element x y z (Å)
C -0.75822 -0.81939 -0.07282  -0.39
N 2.43786 0.75219 -0.00662  -0.69
N 0.54834 -0.57152 -0.14653  0.16
N 1.41267 0.21094 -0.20442  0.82
S -1.57316 0.85052 -0.41712  -0.13
H -1.23479 -1.59419 -0.60621  0.32
H -1.09609 -1.19733 0.92255  0.31
H 3.00794 1.55637 -0.29394  0.37
H -1.56778 1.05990 0.92285  0.22